1.
2 unconnected molecules or ions with the total composition C5H15ClN2Si in a non-equilibrium geometry. Source: the Open Molecules 2025 dataset; level of theory: ωB97M-V with the def2-TZVPD basis set.

The geometry in XYZ format:
```
24
Properties=species:S:1:pos:R:3:forces:R:3
H 0.1016 0.5118 2.6519 0.2811 -0.1856 -0.7575
H 3.5370 1.1038 1.1876 -0.8214 -0.4567 -2.1111
H -1.3809 0.8947 3.3594 -0.7724 0.3007 -0.2975
H -2.7170 0.4112 -1.9281 -0.1860 0.5846 0.1698
N 1.6971 0.1934 0.5463 -0.2208 1.5292 0.4011
Cl -1.8905 2.5264 0.2909 -1.0569 2.9542 0.3153
H 0.8027 -1.2902 -0.2144 -1.3837 -1.9335 -0.2690
H 2.6593 -1.5488 -0.2020 -1.7045 0.8252 -0.0973
H -0.3108 -0.1629 -2.8890 -0.9340 -0.4498 0.8998
H -0.5466 -1.6154 -1.9665 -0.2788 -0.6627 -1.0373
C -1.9877 -0.2121 -1.4226 -1.4464 -0.5441 0.5208
H -1.5762 -1.0630 -3.4553 -0.9400 -1.0965 -0.1380
N -1.6403 -0.2134 1.5168 0.8292 0.0046 -0.9494
C -1.1337 -0.8652 -2.5053 2.8928 1.8517 0.9715
H -0.8397 -0.6897 3.4231 -0.0547 -0.8253 0.1377
C 1.7280 -0.8610 -0.4049 3.1064 0.2408 -1.2305
Si -1.2295 0.7318 0.0769 1.4754 -4.0348 -0.1086
H -2.6585 -0.9878 -0.9025 0.9510 0.7767 -0.6904
H 1.8560 -0.5999 -1.5259 -0.3163 -0.0095 1.5333
C 2.6904 1.2256 0.3735 1.0063 0.0509 -0.4706
H -1.5817 -1.2258 1.3076 -0.0565 0.9070 0.3257
H 2.4055 2.2138 0.6943 -1.0593 0.3568 0.1954
C -0.9134 0.1347 2.7429 0.1047 0.3492 0.7960
H 2.9291 1.3878 -0.7549 0.5846 -0.5331 1.8906
```
Forces are in eV/Å.

The HOMO-LUMO gap (spin up / spin down) comes out at 0.2442 / 0.3111 Ha. As for the charge: 0. The value obtained for the electronic energy is -1058.6007 a.u.



2.
A molecular structure, C5H15CrIN2O2 in a non-equilibrium geometry. Source: the Open Molecules 2025 dataset; level of theory: ωB97M-V with the def2-TZVPD basis set.

The geometry in XYZ format:
```
26
Properties=species:S:1:pos:R:3:forces:R:3
Cr 0.8582 -0.4240 -0.9756 1.5234 3.5331 2.8536
H -0.6809 -1.3902 -2.1533 -0.6315 -0.8867 0.4617
C 2.6393 -1.1412 -1.1877 -0.8056 -4.5469 -1.6917
H 2.8854 -0.2160 -1.7472 1.4211 -0.8351 1.1146
H 2.8211 1.2614 -0.1478 -0.1807 -0.2259 0.0701
C 2.0187 0.7073 0.3627 0.9080 1.4669 0.9999
H 0.8275 -2.5530 -2.3094 -2.3387 1.1501 1.1486
N -0.4916 1.5462 -0.4635 -2.2925 1.4608 0.8171
C -1.2746 -0.0628 0.9726 1.9079 -1.2365 -0.6926
N -1.5532 1.1520 0.4755 0.8189 1.4600 -0.4576
H -0.0604 2.3688 -0.0249 0.4321 -0.5493 -0.2680
H -2.0014 1.8765 1.0767 0.6628 -0.9673 -0.9797
C -3.0166 0.4319 2.4932 0.1676 -0.6149 -0.0626
H 2.5708 -2.0790 -1.9931 0.7527 2.3868 1.9024
C 0.0341 -2.0143 -1.6082 1.1757 -5.4440 -2.7080
H -3.6759 0.8349 1.7102 0.2274 -0.2614 0.2277
I 0.7801 0.7244 -3.1504 0.2013 1.1884 -2.5779
H 0.0050 -2.6142 -0.6336 -0.7125 1.1190 -1.5560
H -3.6022 -0.1577 3.1976 0.1267 0.1251 -0.1085
O -0.3321 -0.7551 0.5008 -3.2922 0.4508 3.4199
H -0.9797 1.9351 -1.2741 0.1228 -0.3479 -0.0774
O -2.0409 -0.5184 1.9353 -0.6684 0.5196 0.5861
H 1.5030 1.4528 0.9860 -0.2365 -0.1068 -0.0774
H -2.4978 1.2414 3.0279 -0.0961 -0.2963 -0.1447
H 2.4994 0.0159 1.0745 -0.2229 0.1017 -0.3434
H 2.7648 -1.6228 -0.1441 1.0293 1.3565 -1.8560
```
Forces are in eV/Å.

The HOMO-LUMO gap (spin up / spin down) comes out at 0.2521 / 0.2256 Ha. As for the charge: 0. As for the multiplicity: 5. The value obtained for the electronic energy is -1801.3903 a.u.



3.
C5H15N2 in the gas phase in a non-equilibrium geometry. Source: the Open Molecules 2025 dataset; level of theory: ωB97M-V with the def2-TZVPD basis set.

The geometry in XYZ format:
```
22
Properties=species:S:1:pos:R:3:forces:R:3
H 1.1351 -1.1651 1.8599 0.4245 -0.2145 0.0958
H -2.5503 1.8939 1.6197 -0.2266 -0.4725 -0.1188
C 2.3235 -2.0256 0.2371 1.3101 1.2698 1.0804
H -0.2004 -1.8951 -0.0770 -0.1202 0.0740 0.0006
H 1.8946 -0.0196 0.7882 -0.3854 0.4721 -0.1799
H 0.0335 2.0490 -0.5760 0.6361 -0.6415 -0.3353
H -0.7318 1.5670 -2.0631 -0.3970 0.0939 -0.4226
N 0.0430 -0.9321 0.1306 1.1709 0.4601 -0.5044
C -0.4915 1.2195 -1.0721 -0.4733 -0.3237 1.5595
H 2.0517 -3.0216 0.5865 0.0637 -0.1065 -0.7282
H 3.2709 -1.7458 0.7216 0.0898 -0.6358 0.2647
C -1.6110 1.5087 1.2244 0.0847 0.0317 -0.6552
H -2.2217 0.2552 -0.4309 -0.2766 0.6680 0.3167
H -0.9467 2.3707 1.2523 0.3502 -0.2925 0.2631
C 0.1560 -0.1811 -1.1287 0.4910 1.2130 -0.2101
H -2.3311 1.9808 -0.6581 -0.7322 -0.1039 -0.1742
H 1.2038 0.0773 -1.3497 0.0475 -0.4788 -0.0443
H -1.2451 0.6083 1.7105 0.0680 0.3075 0.1728
H 2.6417 -1.8585 -0.8060 -0.9991 -0.5484 0.0941
H -0.2099 -0.6958 -2.0293 -0.1814 -0.0740 0.5733
C 1.3801 -0.9725 0.8144 -1.2757 -0.7197 -0.4136
N -1.7692 1.1890 -0.2392 0.3309 0.0217 -0.6346
```
Forces are in eV/Å.

The HOMO-LUMO gap (spin up / spin down) comes out at 0.1436 / 0.3813 Ha. As for the charge: 0. As for the multiplicity: 2. The value obtained for the electronic energy is -308.8496 a.u.



4.
2 unconnected molecules or ions with the total composition C5H15N2 in a non-equilibrium geometry. Source: the Open Molecules 2025 dataset; level of theory: ωB97M-V with the def2-TZVPD basis set.

The geometry in XYZ format:
```
22
Properties=species:S:1:pos:R:3:forces:R:3
H -3.6865 0.4880 0.3921 -0.3247 -0.1152 0.1540
H -3.3519 0.7106 -1.2340 0.4362 0.8514 1.1872
C 2.1809 -0.3389 -0.0188 0.9164 0.6542 0.1593
C -1.8685 1.2311 0.1150 0.2560 0.6813 -0.7075
H 0.2651 0.2003 -0.9861 0.8426 -0.7458 0.1145
C 1.1407 -0.5129 -1.0943 -1.0055 1.1643 -0.1705
H -1.2687 1.8525 -0.5844 -0.3824 -0.5215 0.4354
H 0.3832 1.5293 2.3531 -0.5770 0.4214 -0.4591
H 1.5578 -0.2147 -2.0601 0.0608 -0.2745 0.0305
H -0.1928 -2.1107 -1.7512 0.1015 0.1960 0.3722
N 0.1044 1.0874 1.4595 -0.5485 -0.5848 2.2599
H 3.1316 -0.7903 -0.3417 -0.3514 -0.0388 0.3345
N -3.1619 1.0434 -0.2605 -0.4415 -0.8169 -1.1413
H 1.8813 -0.7991 0.9407 0.3188 -0.0975 -0.3589
H 0.5641 0.1958 1.5478 0.4203 -0.6778 -0.3212
H 2.4198 0.7219 0.1622 0.1020 -0.2201 0.0011
H -1.7728 0.0923 1.9404 0.1874 0.4036 -0.0012
C -1.3339 0.8223 1.2640 0.2186 -0.0137 -0.2110
H 0.5634 1.5449 0.7051 0.2504 0.6961 -0.9223
H 1.4286 -2.6099 -1.4344 -0.0649 0.1197 0.4091
H 0.3667 -2.2165 -0.0489 -0.0479 -0.1132 -0.1657
C 0.6495 -1.9267 -1.0655 -0.3672 -0.9680 -0.9989
```
Forces are in eV/Å.

The HOMO-LUMO gap comes out at 0.3716 Ha. As for the charge: +1. The value obtained for the electronic energy is -308.7320 a.u.